This record from the Open Molecules 2025 dataset describes a cluster of 18 separate species, C10H56O23 in total at a distorted geometry. The level of theory is ωB97M-V/def2-TZVPD.

Kohn-Sham gap, Ha: 0.3213
DFT total energy, hartree: -2144.94618
Energy above the lowest of the compared OMol25 structures with the same formula, charge and spin, eV: 4.989

Structure (ORCA input):
```
! RIJCOSX wB97M-V def2-TZVPD def2/J DEFGRID3
* xyz 0 1
O -0.827 3.758 -0.317
H -0.482 4.625 -0.262
H -0.063 3.281 -0.566
O -3.229 -1.241 -3.341
H -2.989 -1.517 -2.470
H -2.620 -1.657 -3.933
O 2.859 -1.052 -1.714
H 3.781 -0.825 -1.824
H 2.496 -0.766 -0.866
O -1.447 1.849 -3.047
H -1.293 2.630 -3.583
H -0.714 1.323 -3.314
O 0.506 -3.368 1.782
H 1.185 -2.861 2.141
H 0.699 -4.286 2.095
O 1.312 -3.279 -0.997
H 1.022 -3.011 -0.147
H 2.007 -2.669 -1.203
O 2.081 2.682 -0.337
H 2.583 2.426 -1.068
H 2.531 3.436 -0.040
O -1.541 -2.087 2.856
H -1.026 -2.742 2.382
H -2.418 -2.496 2.888
O 0.048 0.500 3.438
H 0.673 -0.005 2.881
H -0.041 -0.147 4.110
O -4.133 -0.670 0.452
H -3.255 -0.610 -0.035
H -4.822 -0.711 -0.198
O -2.314 2.057 1.290
H -1.767 2.212 0.535
H -2.536 2.904 1.640
O -4.358 1.680 -2.870
H -4.647 1.939 -1.980
H -3.414 1.511 -3.064
O 2.342 -1.988 3.153
H 2.727 -1.082 3.021
H 1.756 -1.947 3.944
C -0.299 -0.855 -5.062
C 0.132 -0.914 -3.665
O 0.869 0.202 -3.346
O -1.247 -1.932 -5.204
H 0.434 -0.858 -5.879
H -0.792 0.147 -5.146
H 0.769 -1.764 -3.475
H -0.726 -1.027 -2.933
H 1.713 -0.045 -2.918
H -1.085 -2.239 -6.142
C 0.352 0.228 0.025
C -0.899 -0.691 -0.160
O -1.856 0.122 -0.708
O 1.512 -0.509 0.479
H 0.151 1.105 0.619
H 0.684 0.621 -0.983
H -1.147 -1.035 0.843
H -0.628 -1.555 -0.816
H -1.726 0.322 -1.651
H 2.070 0.128 0.925
C 4.589 -0.236 1.104
C 4.334 0.625 2.361
O 2.970 0.792 2.444
O 5.997 -0.442 1.020
H 4.230 0.336 0.253
H 4.133 -1.265 1.152
H 4.814 1.571 2.186
H 4.735 0.240 3.328
H 2.772 1.683 2.716
H 6.409 0.407 1.000
C -0.239 4.355 3.021
C 0.716 5.575 3.028
O -0.052 6.762 3.383
O 0.703 3.282 2.962
H -0.952 4.385 2.197
H -0.862 4.297 3.996
H 1.310 5.574 2.077
H 1.529 5.489 3.731
H 0.512 7.535 3.330
H 0.216 2.419 3.056
C -3.062 -3.925 -1.079
C -2.316 -4.202 0.171
O -3.228 -4.868 0.944
O -2.161 -3.296 -1.879
H -4.068 -3.413 -0.999
H -3.298 -4.776 -1.770
H -2.155 -3.232 0.705
H -1.449 -4.830 -0.064
H -3.579 -4.140 1.405
H -1.499 -3.944 -2.017
*
```

This record from the Open Molecules 2025 dataset describes a structure of composition C10H5ClIrNO5 at a distorted geometry. The level of theory is ωB97M-V/def2-TZVPD.

Kohn-Sham gap (alpha / beta), Ha: 0.1387 / 0.2388
DFT total energy, hartree: -1378.62418
Energy above the lowest of the compared OMol25 structures with the same formula, charge and spin, eV: 2.266

Structure (ORCA input):
```
! RIJCOSX wB97M-V def2-TZVPD def2/J DEFGRID3
* xyz 2 5
O -0.070 3.354 -3.811
C -0.052 2.494 -3.043
Ir -0.046 0.869 -1.385
O -0.077 3.165 0.645
C -0.048 2.340 -0.177
C -0.072 -1.198 -1.831
O -0.006 -2.194 -2.387
C 1.948 0.852 -1.338
O 3.083 0.801 -1.155
C -2.035 0.923 -1.386
O -3.174 0.965 -1.206
H 0.033 1.100 -3.066
Cl 2.158 -0.581 3.761
C 0.956 -0.881 2.583
C 0.059 -1.938 2.730
C -0.908 -2.144 1.762
C -0.941 -1.309 0.654
N -0.041 -0.327 0.531
C 0.878 -0.049 1.462
H 0.106 -2.586 3.596
H -1.632 -2.947 1.833
H -1.701 -1.487 -0.118
H 1.582 0.776 1.347
*
```

This record from the Open Molecules 2025 dataset describes a structure of composition C10H5ClNO5Sr at a distorted geometry. The level of theory is ωB97M-V/def2-TZVPD.

Kohn-Sham gap (alpha / beta), Ha: 0.1897 / 0.1898
DFT total energy, hartree: -1305.59954
Energy above the lowest of the compared OMol25 structures with the same formula, charge and spin, eV: 0.019

Structure (ORCA input):
```
! RIJCOSX wB97M-V def2-TZVPD def2/J DEFGRID3
* xyz 1 1
O 0.386 0.358 -5.062
C 0.441 -0.124 -4.020
Sr 0.417 -0.134 -1.459
O -2.741 0.447 -3.481
C -1.845 0.382 -2.766
C -1.692 -1.254 -0.159
O -2.456 -1.587 0.632
C 0.730 -2.630 -0.480
O 0.531 -3.432 0.339
C -1.484 -3.149 -2.493
O -2.153 -4.082 -2.445
H 1.166 -2.633 -1.579
Cl 1.587 4.319 1.258
C 1.117 2.726 1.655
C 1.200 2.264 2.960
C 0.767 0.973 3.237
C 0.298 0.159 2.201
N 0.240 0.605 0.925
C 0.614 1.888 0.656
H 1.578 2.903 3.745
H 0.793 0.554 4.240
H -0.018 -0.871 2.448
H 0.523 2.317 -0.353
*
```

This record from the Open Molecules 2025 dataset describes a cluster of 2 separate species, C10H5NO6S2 in total at a distorted geometry. The level of theory is ωB97M-V/def2-TZVPD.

Kohn-Sham gap, Ha: 0.1807
DFT total energy, hartree: -1686.62794

Structure (ORCA input):
```
! RIJCOSX wB97M-V def2-TZVPD def2/J DEFGRID3
* xyz -2 1
C 1.836 -3.598 0.746
C 1.432 -2.503 0.451
C 1.021 -1.091 0.457
C 1.981 -0.111 0.154
C 1.616 1.233 0.178
C 0.299 1.605 0.500
S -0.143 3.343 0.487
C -0.629 0.622 0.810
C -0.285 -0.749 0.772
C -1.496 -1.599 1.103
O -1.650 -2.789 1.142
N -2.493 -0.636 1.334
C -2.095 0.705 1.223
O -2.756 1.678 1.454
H 2.231 -4.514 1.140
H 2.990 -0.452 -0.085
H 2.377 1.975 -0.069
H 0.022 3.692 1.797
H -3.447 -0.877 1.103
O 1.248 0.330 -3.002
S -0.164 0.810 -2.949
O -0.980 -0.131 -2.122
O -0.722 0.898 -4.321
O -0.195 2.160 -2.306
*
```

This record from the Open Molecules 2025 dataset describes a structure of composition C10H6CeNO5 at a distorted geometry. The level of theory is ωB97M-V/def2-TZVPD.

Kohn-Sham gap (alpha / beta), Ha: 0.2177 / 0.2381
DFT total energy, hartree: -1289.96411
Energy above the lowest of the compared OMol25 structures with the same formula, charge and spin, eV: 1.763

Structure (ORCA input):
```
! RIJCOSX wB97M-V def2-TZVPD def2/J DEFGRID3
* xyz 2 2
O -0.023 4.858 -2.711
C -0.033 3.805 -2.277
Ce 0.039 -0.343 -0.885
C 0.194 -2.383 -2.295
O 0.489 -3.403 -2.784
C -0.453 -0.079 -3.350
O -0.011 -0.523 -4.386
C 2.147 -0.692 -2.280
O 2.762 -0.749 -3.242
C -1.884 -0.571 -2.634
O -2.997 -0.510 -3.069
H -0.023 0.939 -2.702
C 0.002 -0.026 4.175
C 0.142 1.153 3.443
C 0.118 1.143 2.060
N -0.045 -0.028 1.368
C -0.175 -1.202 2.053
C -0.159 -1.227 3.450
H 0.003 -0.062 5.269
H 0.268 2.103 3.978
H 0.213 2.061 1.466
H -0.298 -2.084 1.419
H -0.277 -2.179 3.935
*
```

This record from the Open Molecules 2025 dataset describes a structure of composition C10H6F5MoN2OS2. The level of theory is ωB97M-V/def2-TZVPD.

Kohn-Sham gap (alpha / beta), Ha: 0.2614 / 0.2847
DFT total energy, hartree: -1933.04724
Energy above the lowest of the compared OMol25 structures with the same formula, charge and spin, eV: 0.000

Structure (ORCA input):
```
! RIJCOSX wB97M-V def2-TZVPD def2/J DEFGRID3
* xyz 1 3
Mo 0.588 1.288 0.660
F -3.635 -0.527 -4.247
C -2.530 -0.419 -3.536
C -2.459 0.514 -2.514
F -3.485 1.304 -2.245
C -1.293 0.577 -1.793
F -1.202 1.518 -0.788
C -0.195 -0.216 -2.024
S 1.293 0.004 -1.103
C -0.293 -1.139 -3.051
F 0.730 -1.933 -3.339
C -1.449 -1.241 -3.806
F -1.531 -2.125 -4.783
N 2.820 -1.002 3.208
C 1.862 -0.523 2.464
O 2.087 0.560 1.811
C 0.524 -1.160 2.301
C -0.458 -0.076 1.844
H 3.708 -0.526 3.263
H 2.683 -1.847 3.740
H 0.218 -1.684 3.209
H 0.653 -1.909 1.515
H -0.783 0.545 2.688
H -1.341 -0.474 1.346
S -0.089 3.542 0.875
C 1.316 3.534 1.824
N 2.262 3.415 2.479
*
```